No. 1
Below is a structure of composition C3HO3 at a distorted geometry, with properties calculated with the ωB97M-V functional and the def2-TZVPD basis.

Output
- ΔE to the lowest compared entry with this formula, charge and spin (kcal per mole) = 63.1
- maximum force (eV/A) = 6.1
- orbital gap (eV) = 8.15
- multiplicity = 1
- net charge = -1
- calculated total energy (eV) = -9267.7078

Each line ends with the Löwdin charge.
Atoms and positions in Å:
C 0.40311 1.05355 -0.12643  -0.435
C 0.87321 -0.26707 -0.15484  0.098
C -0.39864 -1.25292 0.29466  -0.730
O -0.73077 -1.68706 1.31480  0.091
O -0.68434 -1.05820 -0.90244  -0.011
O 1.12455 2.01259 0.25812  -0.129
H -0.58713 1.19911 -0.68387  0.116


No. 2
Below is a structure of composition C3HfO9Rb2 at a distorted geometry, with properties calculated with the ωB97M-V functional and the def2-TZVPD basis.

Output
- maximum force (eV/A) = 11.9
- orbital gap (eV) = 3.30
- multiplicity = 1
- calculated total energy (eV) = -24148.1319

Each line ends with the Löwdin charge.
Atoms and positions in Å:
Hf -9.93687 -3.31216 -0.08533  1.955
Rb -13.58906 -0.52625 -1.60464  0.974
Rb -12.52739 -1.94046 -6.31554  0.993
C -11.13333 -0.82991 1.75378  -1.049
O -10.41495 -1.28356 0.91970  -0.113
O -11.91902 -1.52448 2.42235  -0.037
O -10.54374 -0.04262 2.53927  0.056
C -7.20992 -1.44239 -0.54182  -0.993
O -8.44961 -1.57098 -0.87973  -0.127
O -6.40131 -1.19502 -1.35965  0.105
O -6.74734 -1.55469 0.68620  -0.058
C -11.34543 -2.82898 -2.55200  -1.072
O -12.03455 -2.55561 -3.52905  -0.183
O -11.22257 -1.96760 -1.63037  -0.299
O -10.47230 -3.70112 -2.39684  -0.153


No. 3
Below is a structure of composition C3HgO4 at a distorted geometry, with properties calculated with the ωB97M-V functional and the def2-TZVPD basis.

Output
- ΔE to the lowest compared entry with this formula, charge and spin (kcal per mole) = 20.0
- maximum force (eV/A) = 3.3
- ⟨S²⟩ = 0.759
- orbital gap (alpha / beta) (eV) = 7.33 / 4.75
- multiplicity = 2
- net charge = -1
- calculated total energy (eV) = -15470.6748

Each line ends with the Löwdin charge.
Atoms and positions in Å:
C -1.91604 0.68841 0.84787  0.057
C -0.76102 0.10717 0.63776  -0.632
O -1.66796 -0.98719 1.25762  -0.374
O 0.45195 0.76819 0.58690  0.003
O 0.89867 -0.32952 -1.35236  -0.225
C 1.32404 0.44237 -0.46533  -0.751
O 2.39274 1.06077 -0.41998  0.022
Hg -0.72239 -1.75019 -1.09247  0.899


No. 4
Below is a structure of composition C3MgO6Rb at a distorted geometry, with properties calculated with the ωB97M-V functional and the def2-TZVPD basis.

Output
- ΔE to the lowest compared entry with this formula, charge and spin (kcal per mole) = 34.2
- maximum force (eV/A) = 2.4
- ⟨S²⟩ = 0.753
- orbital gap (alpha / beta) (eV) = 5.16 / 5.05
- multiplicity = 2
- calculated total energy (eV) = -21495.2840

Each line ends with the Löwdin charge.
Atoms and positions in Å:
O 0.97374 2.29762 -0.01233  -0.184
C 2.01087 1.72349 -0.43317  -0.204
O 1.82900 0.35745 -0.06849  -0.197
C 2.87657 -0.67793 -0.08360  -0.776
O 4.01735 -0.27818 -0.26333  0.022
O 2.38362 -1.77765 0.15606  -0.022
Mg -0.09045 0.65096 0.46979  1.054
C -2.89844 0.28654 -0.56339  -0.395
O -3.99772 -0.22674 -0.55117  -0.113
O -1.95318 0.06569 0.25988  -0.162
Rb -5.15135 -2.42125 1.08974  0.976


> Among the records above, which one has the highest maximum force?

C3HfO9Rb2